[1]
{"formula": "C5H12O3", "method": "ωB97M-V/def2-TZVPD", "charge": 1, "de_lowest_kj_mol": 295.1, "homo_lumo_gap_ev": [8.60, 8.09], "spin_multiplicity": 2, "symbols": ["C", "C", "C", "O", "C", "C", "H", "H", "H", "H", "H", "H", "H", "H", "H", "H", "O", "H", "H", "O"], "xyz": [[-0.87346, 2.50724, 0.46256], [0.23916, 1.54883, 0.31606], [0.14830, 0.27028, 0.87545], [-1.05460, -0.15833, 1.31923], [1.23322, -0.56430, 1.06877], [2.10644, -1.33784, 0.35777], [-0.92817, 2.92674, 1.46489], [-0.85612, 3.28460, -0.28141], [-1.81581, 2.00265, 0.22156], [1.21675, 1.82855, -0.03433], [-0.94521, -0.99227, 1.80107], [2.40583, -0.12322, 0.61397], [1.91495, -1.49242, -0.71071], [2.74408, -2.07258, 0.84743], [-1.37354, 0.36950, -2.04456], [-1.52638, -0.21257, -0.62614], [-1.84202, -0.30112, -1.53376], [-0.49751, -1.82141, -1.73453], [-0.36403, -3.07695, -0.83841], [0.06813, -2.58538, -1.54491]], "mulliken_spin": [0.02, 0.41, -0.02, 0.00, 0.47, -0.01, 0.04, 0.00, 0.01, 0.02, 0.01, 0.00, 0.03, 0.02, 0.00, 0.00, 0.00, 0.00, 0.00, 0.00]}

---

[2]
{"formula": "C5H12OP2", "method": "ωB97M-V/def2-TZVPD", "charge": 0, "de_lowest_kj_mol": 0.0, "homo_lumo_gap_ev": 10.26, "symbols": ["C", "C", "C", "C", "C", "O", "P", "P", "H", "H", "H", "H", "H", "H", "H", "H", "H", "H", "H", "H"], "xyz": [[-0.25886, -0.79007, -1.52667], [-0.87990, -1.17862, 1.17286], [1.12630, -0.19820, -1.34372], [0.86101, -0.40129, 1.60657], [0.26204, 2.08863, 0.25203], [2.82035, 1.07633, 0.39703], [-0.56576, -2.17483, -0.32331], [1.41654, 0.66660, 0.25188], [-1.02296, -0.01796, -1.41197], [-0.35453, -1.21544, -2.53091], [-1.09794, -1.78629, 2.04134], [-1.54689, -0.33288, 1.05845], [1.90267, -0.96406, -1.43023], [1.33490, 0.56487, -2.10256], [0.70106, 0.15778, 2.52523], [1.52152, -1.24760, 1.75367], [0.50092, 2.69551, 1.12290], [0.46392, 2.66896, -0.64970], [-0.78467, 1.80090, 0.27110], [-1.91656, -2.30226, -0.68353]], "mulliken_charge": [-0.69, -0.71, -0.82, -0.95, -1.17, -0.79, -0.01, 1.06, 0.35, 0.39, 0.40, 0.35, 0.37, 0.36, 0.38, 0.42, 0.35, 0.34, 0.35, 0.01]}

---

[3]
{"formula": "C5H12OS", "method": "ωB97M-V/def2-TZVPD", "charge": 1, "de_lowest_kj_mol": 88.7, "homo_lumo_gap_ev": [11.50, 4.52], "spin_multiplicity": 2, "symbols": ["C", "C", "O", "H", "H", "H", "H", "C", "C", "S", "C", "H", "H", "H", "H", "H", "H", "H", "H"], "xyz": [[-2.79253, -0.07341, 0.27866], [-1.74212, -0.73109, 0.79636], [-1.37713, -0.64067, 2.06382], [-3.19245, -0.33695, -0.68864], [-3.26780, 0.73465, 0.81725], [-1.14707, -1.40250, 0.18642], [-0.42323, -0.81416, 2.15643], [1.12188, 2.16961, 0.09192], [0.76149, 0.79597, -0.46570], [1.62879, -0.52736, 0.33961], [1.54785, -1.82498, -0.88268], [0.61126, 2.91669, -0.51023], [2.18766, 2.35898, -0.00757], [0.80083, 2.27538, 1.12316], [0.91065, 0.72619, -1.53948], [-0.32566, 0.59326, -0.30498], [0.52738, -2.05660, -1.16186], [2.06520, -1.48413, -1.78108], [2.10501, -2.67888, -0.51140]], "mulliken_spin": [0.29, 0.05, 0.11, 0.00, 0.01, 0.01, -0.01, 0.02, 0.00, 0.46, -0.02, 0.00, 0.00, 0.00, 0.01, 0.04, 0.02, 0.02, 0.00]}

---

[4]
{"formula": "C5H12OSi", "method": "ωB97M-V/def2-TZVPD", "charge": 0, "smiles": "CO[SiH3].C=C=CC", "de_lowest_kj_mol": 357.8, "homo_lumo_gap_ev": 10.24, "symbols": ["C", "O", "Si", "H", "H", "H", "H", "H", "H", "C", "C", "C", "C", "H", "H", "H", "H", "H", "H"], "xyz": [[-2.12496, 0.96109, -3.40980], [-2.60087, 1.01566, -2.08184], [-1.87052, 0.03686, -0.96092], [-2.16820, -0.05760, -3.79697], [-1.15529, 1.33567, -3.34305], [-3.02076, 1.50461, -3.91846], [-0.33709, 0.04866, -1.06459], [-2.08703, -1.32354, -1.21950], [-2.65253, 0.50256, 0.16210], [2.32259, -2.35211, 2.57726], [1.72529, -1.31885, 1.96700], [1.11630, -0.18932, 1.58536], [1.82609, 1.14186, 1.63762], [2.84533, -3.15409, 2.06884], [2.10036, -2.55437, 3.61910], [0.08693, -0.03155, 1.15443], [1.16804, 1.69807, 2.37582], [2.84928, 1.13125, 2.07865], [1.97704, 1.60513, 0.56895]], "mulliken_charge": [-0.61, -0.24, 0.50, 0.27, 0.30, 0.21, -0.10, -0.15, -0.13, -0.69, 0.16, 0.06, -0.88, 0.25, 0.24, 0.01, 0.27, 0.32, 0.23]}

---

[5]
{"formula": "C5H12OSi2", "method": "ωB97M-V/def2-TZVPD", "charge": 0, "smiles": "C=C[Si](=O)C=C.C[SiH3]", "de_lowest_kj_mol": 324.7, "homo_lumo_gap_ev": 9.83, "symbols": ["C", "C", "Si", "O", "C", "C", "H", "H", "H", "H", "H", "H", "C", "Si", "H", "H", "H", "H", "H", "H"], "xyz": [[3.99294, -1.14452, -0.19724], [3.14059, -1.41225, 0.76399], [1.42284, -0.53781, 0.86568], [0.55652, -0.65810, 2.08484], [1.36792, 0.87355, -0.46278], [1.34627, 0.78159, -1.81649], [4.97656, -1.55829, 0.01514], [4.01870, -0.28105, -0.83357], [3.36865, -2.33536, 1.47350], [1.44156, 1.84627, -0.03999], [1.25994, 1.61922, -2.57838], [1.16873, -0.06506, -2.44401], [-2.54329, 0.55863, 0.24542], [-4.38455, 0.40058, 0.62565], [-2.13771, 1.52084, -0.01083], [-1.91017, 0.16343, 1.10812], [-2.28797, -0.03486, -0.61493], [-4.53495, -0.55152, 1.76127], [-4.71558, -0.54035, -0.49371], [-5.54699, 1.35508, 0.54836]], "mulliken_charge": [-0.66, -0.23, 0.63, -0.55, -0.36, -0.55, 0.26, 0.33, 0.29, 0.36, 0.24, 0.27, -0.94, 0.37, 0.36, 0.22, 0.33, -0.10, -0.12, -0.12]}

---

[6]
{"formula": "C5H12P2S", "method": "ωB97M-V/def2-TZVPD", "charge": 0, "de_lowest_kj_mol": 129.8, "homo_lumo_gap_ev": 8.91, "symbols": ["C", "C", "C", "C", "C", "P", "P", "S", "H", "H", "H", "H", "H", "H", "H", "H", "H", "H", "H", "H"], "xyz": [[-1.40319, -1.18402, 0.23877], [-0.66267, -0.71737, 1.48834], [-1.59025, 0.11657, -0.54622], [1.44910, 1.01034, 1.85007], [1.05246, -0.53431, -2.67852], [1.03841, -0.47388, 0.83995], [0.26336, 0.64188, -0.86512], [0.46758, 2.58666, -0.87164], [-0.66053, -1.92394, -0.14036], [-2.35913, -1.54445, 0.48775], [-1.08331, 0.14479, 1.83477], [-0.72064, -1.53314, 2.32272], [-2.01472, 0.11927, -1.49812], [-1.94283, 0.96539, -0.07251], [2.02025, 1.77623, 1.23586], [2.24086, 0.66974, 2.66316], [0.52302, 1.45166, 2.20414], [1.88506, 0.08668, -2.84050], [1.06244, -1.48487, -2.18935], [0.43473, -0.17323, -3.46317]], "mulliken_charge": [-0.71, -0.73, -0.91, -0.96, -1.12, 0.01, 0.33, -0.42, 0.28, 0.40, 0.49, 0.34, 0.43, 0.47, 0.32, 0.31, 0.33, 0.35, 0.42, 0.37]}